{"formula": "C26H34F5N8OPtSe", "method": "ωB97M-V/def2-TZVPD", "symbols": ["H", "H", "C", "H", "H", "H", "C", "C", "C", "N", "H", "C", "F", "H", "C", "H", "N", "C", "C", "F", "C", "H", "H", "H", "N", "H", "C", "C", "C", "H", "H", "H", "C", "Pt", "H", "H", "C", "H", "H", "C", "O", "H", "H", "H", "C", "H", "C", "H", "N", "H", "H", "C", "N", "C", "H", "H", "H", "C", "Se", "F", "C", "C", "N", "N", "F", "C", "H", "H", "H", "N", "C", "F", "H", "H", "C", "C"], "xyz": [[6.3777, -0.3547, -0.2337], [-3.2410, 1.3871, 0.2228], [-1.1561, 5.3770, 0.9687], [-1.2667, 5.9755, 1.8710], [-0.3633, 5.8125, 0.3509], [0.4853, 0.0339, 4.6422], [0.8277, 0.7591, -3.0122], [-1.4789, 3.1462, 0.4521], [-1.8256, -4.7279, 1.0527], [-1.2447, -1.2811, 0.2288], [-0.2872, -5.5103, -0.2887], [3.0415, -0.5969, 0.2345], [-1.5224, 0.8188, -3.3214], [-2.5135, -3.6900, 3.2273], [2.0211, -1.0474, -4.1172], [-2.2258, 0.6710, -1.0425], [-2.3675, 3.8478, -0.2885], [-2.2250, -0.3823, 0.8082], [-0.3514, -0.8929, -4.3508], [3.1706, -1.6694, -4.3784], [-2.2767, 0.9178, 0.0186], [0.1559, -1.9295, -1.6568], [-0.0192, 2.6150, 2.6076], [-2.7482, -5.3075, 1.0185], [-1.2187, 1.8476, 0.4243], [1.0081, -1.2718, 0.0909], [0.1405, 3.6408, 2.2821], [-2.5797, -2.8594, 2.5234], [2.0029, 0.0920, -3.3321], [1.8100, -1.1510, 4.6462], [-1.7523, -4.9498, -1.1096], [0.1541, -1.6818, 4.3391], [-1.3197, -2.5468, 0.3894], [0.7140, 1.2576, 0.2089], [3.2894, 2.6122, -0.3314], [0.7453, -3.5729, -2.0125], [4.9718, 1.2689, -0.2789], [1.1559, 3.7321, 1.8852], [-3.3381, 5.3534, 0.8363], [-0.3405, 0.2395, -3.5555], [0.5913, 0.3980, 2.1918], [0.0368, 4.3060, 3.1399], [-3.2172, 4.3043, -2.1101], [-3.2293, -0.8218, 0.7738], [1.9384, -1.5594, 0.5859], [5.6979, 2.0420, -0.4836], [1.0460, -0.6348, 2.7056], [-3.6171, -2.5254, 2.4938], [1.6893, -1.5909, 2.0250], [-1.9642, -2.0475, 2.9080], [2.1928, -2.5699, 0.2741], [0.8361, -1.5449, -4.6285], [2.6866, 0.6889, 0.0682], [3.6349, 1.6006, -0.1811], [4.6071, -2.0450, 0.2366], [-1.2117, -5.1108, 1.8764], [-4.0223, 2.9636, -1.2868], [-3.0545, 3.4227, -1.4920], [0.8134, 2.3409, -1.9175], [0.8373, -2.6476, -5.3685], [4.3601, -0.9980, 0.1235], [5.3424, -0.0565, -0.1385], [-0.5184, -3.4120, -0.3592], [-0.8564, 3.9950, 1.3030], [3.1844, 0.5372, -2.8879], [-1.0730, -4.7558, -0.2706], [-2.0155, -0.1244, 1.8508], [2.0628, -2.3597, 2.5561], [-2.5349, 5.9124, -0.6440], [-2.0963, -3.3091, 1.2332], [0.8660, -0.8706, 4.1788], [-1.4976, -1.3740, -4.8275], [-2.4279, 2.7363, -2.0486], [-0.9234, -3.1120, -2.4110], [-0.1114, -2.9836, -1.6832], [-2.4621, 5.2234, 0.1947]], "forces_ev_per_angstrom": [[-0.0002, -0.0003, 0.0011], [-0.0349, 0.0428, -0.0259], [0.0036, 0.0239, -0.0007], [-0.0024, -0.0021, 0.0020], [0.0031, 0.0104, 0.0069], [0.0005, 0.0008, 0.0025], [-0.0424, -0.0024, -0.0534], [0.1117, -0.0758, -0.0247], [0.0252, 0.0079, -0.0011], [-0.0478, -0.0221, 0.0387], [-0.0151, -0.0158, -0.0211], [-0.0293, -0.0270, 0.0168], [-0.0067, 0.0371, 0.0246], [-0.0083, 0.0050, -0.0006], [0.0167, -0.0127, 0.0155], [0.0096, 0.0180, -0.0471], [-0.1457, -0.0877, 0.1881], [-0.0451, -0.0533, 0.0146], [0.0124, 0.0038, 0.0103], [-0.0008, 0.0004, -0.0030], [-0.0795, 0.1140, -0.0159], [-0.0101, -0.0385, -0.0380], [0.0035, 0.0523, -0.0059], [0.0168, -0.0135, 0.0063], [-0.1648, 0.1617, -0.1060], [0.0517, -0.0196, 0.0367], [-0.0509, -0.0059, 0.0507], [0.0563, 0.0155, 0.0456], [0.0392, 0.0308, 0.0079], [-0.0041, -0.0019, 0.0044], [-0.0195, 0.0384, 0.0055], [-0.0032, 0.0016, -0.0018], [0.0642, 0.0672, 0.0479], [0.1108, -0.0220, 0.1593], [0.0057, -0.0076, 0.0065], [0.0108, -0.0056, -0.0054], [0.0118, -0.0285, 0.0064], [0.0015, -0.0079, 0.0021], [0.0091, 0.0069, 0.0057], [0.0068, 0.0019, 0.0076], [0.0533, 0.0229, 0.0252], [0.0038, 0.0146, 0.0017], [0.0042, -0.0178, -0.0147], [0.0154, -0.0334, -0.0003], [0.0491, 0.0358, 0.0059], [-0.0001, -0.0016, -0.0035], [0.0038, -0.1073, -0.0460], [0.0014, 0.0023, -0.0092], [0.0131, 0.0619, -0.0060], [0.0107, 0.0365, 0.0022], [0.0208, 0.0077, 0.0186], [-0.0028, -0.0064, -0.0021], [-0.0096, 0.0170, -0.0498], [0.0110, 0.0087, -0.0040], [0.0041, 0.0008, 0.0049], [0.0207, 0.0259, 0.0042], [-0.0144, -0.0033, 0.0133], [0.0410, 0.0158, 0.0149], [-0.0487, -0.0257, -0.0846], [-0.0001, -0.0004, -0.0008], [-0.0038, -0.0152, -0.0211], [-0.0007, 0.0260, -0.0040], [0.0168, -0.0197, -0.0256], [0.0741, 0.0473, -0.0392], [-0.0191, -0.0147, 0.0357], [0.0267, -0.0763, 0.0127], [0.0302, -0.0119, 0.0202], [-0.0238, -0.0132, -0.0020], [-0.0151, -0.0047, -0.0015], [-0.1875, -0.0064, -0.1294], [-0.0092, -0.0071, 0.0019], [-0.0104, -0.0028, -0.0023], [0.0674, -0.1303, -0.0558], [0.0097, 0.0033, 0.0055], [-0.0184, 0.0083, -0.0189], [0.0265, -0.0266, -0.0092]], "mulliken_charge": [0.451, 0.755, -0.622, 0.350, 0.313, 0.311, -0.329, 0.059, -0.791, -0.017, 0.371, 0.813, -0.376, 0.402, 0.397, -0.167, 0.158, -1.066, 0.093, -0.317, -0.898, -0.239, 0.286, 0.385, 0.619, -1.096, -0.982, -0.965, 0.329, 0.478, 0.286, 0.320, -0.021, 0.756, 0.382, 0.363, -0.857, 0.271, 0.320, 0.495, -0.649, 0.425, 0.377, 0.667, -0.387, 0.466, 0.493, 0.279, 0.216, 0.242, 0.762, 0.752, 0.220, 0.017, 0.498, 0.407, 0.278, -0.871, -0.295, -0.353, -0.760, -0.535, 0.392, 0.100, -0.441, -0.543, 0.156, 0.308, 0.387, 0.064, -1.600, -0.370, 0.240, 0.573, -0.947, -0.593], "total_charge": 1, "total_energy_ha": -4544.3748, "gap_ev": 8.11, "e_above_lowest_ev": 0.0000}